C44H61As4ClN3O5PdS as an isolated structure. Source: the OMol25 dataset; level of theory: the ωB97M-V functional and the def2-TZVPD basis.

XYZ file:
```
120
Properties=species:S:1:pos:R:3:forces:R:3:mulliken_spin:R:1
Pd 0.362306 0.323430 0.173328 -0.37 -0.30 0.04 1.037
C 0.414947 0.730518 4.279725 -0.03 0.06 -0.07 0.001
As 1.330430 0.093357 2.673986 0.02 0.01 -0.05 0.046
C 3.131000 0.605292 3.245659 -0.03 0.02 -0.08 0.016
C 1.590528 -1.805930 3.074513 -0.20 -0.06 -0.01 0.005
C 0.437794 -2.813152 2.905126 -0.04 0.00 -0.04 -0.009
C -0.848533 -2.282465 3.553526 0.10 -0.06 -0.04 -0.003
C 0.171037 -3.172133 1.434494 -0.04 0.18 0.21 0.060
As -0.759295 -1.936790 0.230844 0.11 -0.07 -0.02 0.170
C -2.639050 -2.352435 0.520107 -0.06 0.08 -0.06 0.036
C -0.492791 -3.044306 -1.345266 0.07 0.05 0.02 0.006
C 0.825998 -4.107089 3.654678 0.05 0.04 -0.06 -0.001
As 2.322903 -5.327830 3.168076 -0.03 -0.06 0.02 0.000
C 1.495256 -6.298316 1.673586 0.00 -0.01 -0.05 0.000
C 3.581749 -4.286997 2.071360 0.04 0.02 -0.01 -0.002
H 0.778851 0.196167 5.156555 0.00 -0.01 0.03 0.002
H -0.663745 0.610582 4.202449 0.01 -0.01 -0.01 0.000
H 0.640643 1.790872 4.390885 -0.02 0.01 0.02 -0.001
H 3.314500 0.185253 4.233746 0.04 0.00 0.03 0.001
H 3.214785 1.689699 3.302359 0.00 0.02 -0.01 0.000
H 3.879315 0.222685 2.551651 -0.01 -0.03 -0.02 -0.001
H 1.942933 -1.834903 4.108692 0.00 -0.02 0.05 0.003
H 2.423449 -2.090133 2.438348 0.09 -0.03 -0.05 -0.002
H -1.185259 -1.367486 3.058972 -0.04 0.06 0.00 -0.005
H -0.694712 -2.056433 4.611091 0.01 -0.01 -0.03 0.000
H -1.650643 -3.020575 3.478696 0.01 0.01 0.00 0.000
H -0.429515 -4.082270 1.394072 -0.03 -0.10 0.00 0.003
H 1.106260 -3.370087 0.916010 0.08 -0.04 -0.03 -0.001
H -2.774882 -3.429737 0.428349 -0.01 -0.02 0.01 0.004
H -3.213639 -1.849119 -0.259430 -0.03 -0.01 0.01 0.001
H -2.994494 -2.024012 1.493500 0.02 -0.03 0.00 0.003
H -0.563980 -4.085343 -1.032780 0.02 -0.06 0.01 0.004
H 0.490714 -2.854073 -1.770781 -0.01 0.03 0.01 -0.001
H -1.259594 -2.841702 -2.083680 -0.03 -0.01 0.02 -0.003
H -0.033389 -4.785894 3.659130 -0.02 0.00 0.01 0.000
H 1.014415 -3.858244 4.701142 -0.02 0.04 0.03 0.000
H 0.524839 -6.689720 1.981175 0.03 0.01 0.00 0.000
H 2.135143 -7.144640 1.424144 -0.01 0.01 0.00 0.000
H 1.371178 -5.677714 0.786315 -0.02 -0.02 0.01 0.000
H 4.146676 -3.590697 2.690886 -0.01 0.00 0.00 0.000
H 3.119404 -3.752240 1.240957 0.00 -0.02 0.01 0.003
H 4.281873 -5.018420 1.665353 0.02 0.01 0.00 0.000
O 2.201919 -1.059020 -0.200722 -0.01 0.26 -0.12 0.007
As 3.111355 -0.166639 -1.287180 0.47 -0.05 -0.01 -0.047
C 4.960997 -0.265295 -0.783464 0.04 -0.01 0.04 0.010
C 5.354831 -1.158075 0.204616 -0.03 0.01 -0.01 -0.005
C 6.695960 -1.235923 0.560626 0.01 0.00 0.00 0.002
C 7.628815 -0.427082 -0.073167 0.00 0.01 -0.02 0.000
C 7.231181 0.463664 -1.065744 -0.01 -0.01 0.01 0.001
C 5.894341 0.548466 -1.423002 -0.04 -0.08 0.09 0.002
C 3.015802 -0.963335 -3.025454 -0.14 0.03 0.04 0.002
C 3.087601 -0.277442 -4.232554 0.06 -0.07 -0.01 0.000
C 3.075646 -0.991787 -5.422944 0.01 -0.02 -0.01 0.001
C 2.996193 -2.377663 -5.403861 -0.01 0.00 0.01 0.000
C 2.936615 -3.060305 -4.194560 -0.01 -0.01 -0.03 0.002
C 2.947282 -2.354921 -3.001186 -0.05 0.05 -0.13 0.001
C 2.782770 1.734164 -1.217781 0.15 -0.01 -0.02 -0.001
C 3.089984 2.312050 0.016513 -0.05 0.09 -0.15 0.033
C 3.013936 3.687702 0.179260 0.01 0.02 0.02 -0.023
C 2.652392 4.491896 -0.894817 -0.02 0.03 -0.03 0.006
C 2.362535 3.919328 -2.128054 -0.03 0.09 0.02 -0.001
C 2.429768 2.543226 -2.295169 -0.17 -0.07 0.09 0.051
H 4.613490 -1.784958 0.686916 0.00 0.00 0.01 0.007
H 7.011604 -1.929717 1.330589 -0.01 0.03 -0.03 0.000
H 8.673821 -0.488106 0.205219 -0.04 0.00 -0.01 0.000
H 7.963909 1.092001 -1.557948 -0.04 -0.03 0.03 0.000
H 5.580616 1.248748 -2.189348 0.02 0.01 0.00 0.001
H 3.165112 0.799857 -4.262333 0.06 -0.05 -0.03 0.000
H 3.133026 -0.463456 -6.366391 -0.01 -0.02 0.03 0.000
H 2.984888 -2.928612 -6.336103 0.01 0.02 0.04 0.000
H 2.884407 -4.142158 -4.182140 0.00 0.04 0.00 0.000
H 2.899495 -2.875587 -2.052401 0.00 -0.02 0.01 0.006
H 3.409128 1.689706 0.839953 0.03 -0.04 0.07 0.011
H 3.249380 4.130878 1.140137 -0.02 -0.02 -0.06 -0.001
H 2.587265 5.566854 -0.774168 0.02 -0.07 0.01 0.000
H 2.074433 4.548493 -2.963125 0.03 -0.05 0.07 -0.001
H 2.155212 2.113534 -3.247194 0.00 0.03 0.02 0.003
Cl -5.873809 -0.846092 -3.478944 0.01 0.00 0.01 0.007
C -4.250975 -0.381553 -3.076247 0.00 -0.03 -0.02 0.060
C -4.030580 0.755580 -2.317859 0.05 0.18 0.07 -0.040
C -2.735247 1.125986 -1.991922 -0.09 -0.02 0.02 0.068
C -1.626922 0.371084 -2.403484 0.10 0.09 0.07 -0.075
C -0.261689 0.740931 -2.026878 -0.14 -0.17 0.50 0.544
C -1.888427 -0.748485 -3.201486 -0.01 0.00 -0.12 0.052
C -3.179946 -1.130021 -3.533806 0.11 -0.08 -0.02 -0.036
H -4.881965 1.346399 -2.003047 0.04 -0.04 0.06 -0.004
H -2.566499 2.029303 -1.415131 -0.03 0.00 -0.06 0.016
H -0.096609 1.806663 -1.916781 0.01 0.12 -0.10 -0.042
H 0.508873 0.242836 -2.601097 0.07 -0.04 -0.22 -0.023
H -1.048323 -1.315389 -3.587880 -0.05 0.01 -0.02 0.002
H -3.361433 -1.999262 -4.154273 0.03 0.04 0.01 -0.001
C -9.132161 3.113206 -0.324471 0.03 -0.05 -0.03 0.000
C -7.689950 3.214104 -0.810823 0.01 -0.04 0.04 0.000
S -6.569923 2.908545 0.542044 -0.05 0.05 0.10 0.000
O -7.076537 3.535056 1.738004 0.09 -0.04 -0.11 0.000
O -6.242669 1.500126 0.563226 0.00 0.03 0.09 0.000
C -5.074626 3.774079 0.085674 0.01 0.01 0.09 0.001
C -4.129282 3.814534 1.299296 0.08 -0.08 -0.33 0.001
N -2.779904 3.350585 0.949294 -0.08 0.33 0.10 0.002
C -2.315392 2.101654 1.149380 0.12 -0.21 0.18 -0.006
N -1.046057 1.999904 0.774977 0.05 0.09 -0.18 0.037
C -0.666019 3.225371 0.314493 0.14 -0.03 0.08 0.033
C -1.721210 4.068885 0.418271 -0.24 0.11 -0.07 -0.006
N -1.783029 5.427010 -0.042383 -0.10 -0.16 -0.02 0.000
O -0.741240 5.921518 -0.410015 0.20 0.03 0.01 0.000
O -2.868734 5.977345 -0.065427 -0.15 -0.02 0.08 0.000
C -3.106144 1.002109 1.756883 -0.06 0.10 0.04 0.002
H -9.805858 3.261384 -1.166038 0.00 0.00 -0.02 0.000
H -9.340327 3.867176 0.431159 0.02 0.01 -0.01 0.000
H -9.333479 2.132428 0.106895 0.02 0.02 -0.03 0.000
H -7.450493 4.205411 -1.203247 -0.10 -0.06 0.02 0.000
H -7.444647 2.453825 -1.554670 -0.04 0.09 -0.04 0.000
H -5.333203 4.776776 -0.253081 0.04 -0.05 0.03 0.000
H -4.637014 3.208056 -0.735581 0.04 0.08 -0.06 0.000
H -4.487070 3.189577 2.113216 -0.02 -0.10 -0.01 0.000
H -4.060596 4.825346 1.669894 0.05 0.14 0.11 0.000
H 0.322697 3.452346 -0.058842 -0.12 -0.09 0.00 -0.033
H -3.239276 1.169308 2.830170 0.02 0.00 -0.03 0.001
H -2.557542 0.075942 1.614809 0.02 0.02 -0.01 0.001
H -4.097918 0.912999 1.311116 0.02 -0.02 -0.05 -0.003
```
Forces are in eV/Å.

Calculated values
multiplicity = 3
highest occupied orbital energy (alpha / beta) = -0.3261 / -0.3576 Eh
charge = +1
<S²> = 2.015
strongest force on any atom = 0.5 eV Å⁻¹
relative energy (zero: lowest compared OMol25 entry of this formula, charge and spin) = 0.0 kJ/mol
energy = -12182.69899 hartree
lowest unoccupied orbital energy (alpha / beta) = -2.74 / -3.34 eV